110
Properties=species:S:1:pos:R:3:lowdin_charge:R:1 method="wB97M-V/def2-TZVPD" e_tot_ev=-53308.4448 largest_force_ha_per_bohr=0.0956 e_above_lowest_kcal_mol=93.3 smiles="COC[C@H](C)N.COC[C@H](C)N.COC[C@H](C)N.COC[C@H](C)N.COC[C@H](C)N.COC[C@H](C)N.NC(N)=O" gap_ev=8.580
C 9.10380 8.21229 6.04026 -0.108
O 10.32052 8.76238 6.50274 -0.182
C 10.96160 7.91426 7.45814 -0.197
C 12.21108 8.63670 8.00850 -0.395
C 12.97698 7.81274 9.08879 -0.034
N 11.96406 9.94307 8.60904 0.056
H 9.18328 7.24396 5.54618 0.088
H 8.74282 8.97618 5.35160 0.091
H 8.40950 8.13912 6.87734 0.082
H 10.33358 7.59838 8.29116 0.100
H 11.38298 7.00004 7.04012 0.126
H 12.83734 8.79898 7.13126 0.135
H 13.90658 8.34328 9.29484 0.066
H 13.28336 6.81992 8.75934 0.076
H 12.29606 7.57588 9.90633 0.064
H 11.37206 10.44382 7.96182 0.066
H 11.38262 9.75102 9.41226 0.045
C 16.28120 13.69990 14.29222 -0.097
O 16.33076 14.09740 12.93306 -0.252
C 15.83148 15.43740 12.72118 -0.152
C 15.53456 15.59096 11.18770 -0.388
C 16.70450 15.12196 10.30972 -0.067
N 15.48136 16.99501 10.75578 0.019
H 15.23206 13.87382 14.53134 0.084
H 16.95334 14.29578 14.90968 0.087
H 16.44760 12.63612 14.46182 0.084
H 14.85710 15.54762 13.19714 0.117
H 16.56821 16.16572 13.06010 0.124
H 14.57702 15.09578 11.02642 0.107
H 16.39066 15.27538 9.27722 0.073
H 16.99089 14.08794 10.50176 0.038
H 17.59842 15.74418 10.35280 0.082
H 16.34222 17.52250 10.78332 0.069
H 14.83744 17.46852 11.37324 0.064
C 11.66222 6.75602 15.05610 -0.110
O 12.62788 7.78600 15.11926 -0.161
C 12.90592 8.39560 13.89600 -0.226
C 14.15330 7.94310 13.18758 -0.472
C 14.29322 6.42116 13.00416 -0.050
N 15.27842 8.52030 13.76808 0.052
H 10.69652 6.94194 14.58606 0.078
H 11.46580 6.36596 16.05478 0.088
H 12.12500 5.94390 14.49542 0.068
H 12.06742 8.32164 13.20348 0.109
H 13.01230 9.44302 14.17830 0.121
H 14.02114 8.35886 12.18870 0.114
H 15.12230 6.12366 12.36210 0.064
H 13.40710 6.08964 12.46290 0.064
H 14.40480 5.84084 13.92006 0.077
H 15.06962 8.66701 14.74530 0.079
H 15.29580 9.50920 13.56340 0.023
C 10.67550 15.14678 10.56084 -0.086
O 11.53334 14.79362 9.45905 -0.191
C 12.50194 13.71334 9.69551 -0.157
C 13.32566 13.43986 8.40819 -0.388
C 12.46656 13.31366 7.14454 -0.056
N 14.02138 12.17424 8.43416 0.004
H 9.95444 14.40390 10.90188 0.065
H 10.28956 16.13346 10.30476 0.091
H 11.30496 15.28790 11.43946 0.077
H 13.16518 13.78414 10.55760 0.092
H 11.90986 12.81830 9.88639 0.099
H 14.15818 14.14330 8.39510 0.133
H 12.84366 12.78194 6.27094 0.079
H 12.28586 14.36880 6.93920 0.077
H 11.51580 12.79502 7.26754 0.072
H 13.36280 11.42174 8.29228 0.025
H 14.63082 12.09432 7.63274 0.088
C 16.89319 8.49290 9.89156 -0.148
O 18.16512 8.85462 10.21043 -0.176
C 18.63290 9.88656 9.34970 -0.189
C 19.73140 10.73206 10.07338 -0.435
C 19.14069 11.67984 11.07468 -0.059
N 20.70488 11.39204 9.21068 0.031
H 16.72068 7.61558 10.51498 0.096
H 16.94178 8.10562 8.87384 0.088
H 16.24984 9.36687 9.99348 0.080
H 19.18334 9.39462 8.54776 0.112
H 17.87837 10.46646 8.81816 0.121
H 20.39688 10.00058 10.53182 0.133
H 19.84032 12.23420 11.70022 0.083
H 18.45090 11.10684 11.69432 0.082
H 18.57161 12.45200 10.55696 0.058
H 20.66458 10.91388 8.32196 0.057
H 20.59324 12.39078 9.10988 0.063
C 9.52844 8.16548 11.00408 -0.083
O 10.17300 9.42050 11.00328 -0.219
C 9.57903 10.47742 11.66726 -0.245
C 8.30278 11.06886 11.20284 -0.456
C 8.46559 11.87374 9.88560 -0.028
N 7.78926 11.95100 12.23638 0.053
H 8.78544 8.08274 11.79732 0.097
H 10.16850 7.31890 11.25254 0.081
H 9.21504 8.01514 9.97100 0.076
H 9.45987 10.10141 12.68338 0.126
H 10.31734 11.24634 11.89486 0.132
H 7.59864 10.26725 10.97986 0.132
H 9.30246 12.53610 10.10698 0.047
H 7.59304 12.43462 9.55069 0.081
H 8.85586 11.28428 9.05596 0.070
H 6.90162 12.31418 11.91970 0.075
H 7.48760 11.25760 12.90592 0.073
N 15.33198 12.14822 11.21220 0.182
C 14.58012 11.37024 12.01194 -0.669
N 13.55312 11.00764 11.31582 0.190
O 14.64804 11.15218 13.23586 -0.008
H 16.10262 12.58332 11.69892 0.068
H 15.28018 12.10314 10.20454 0.071
H 13.48134 11.48394 10.42808 0.041
H 12.73564 10.50784 11.63526 0.104